Record 1
A structure of composition C35H27BF2LuN4O6P2S2 at a distorted geometry. Source: the Open Molecules 2025 dataset; level of theory: ωB97M-V with the def2-TZVPD basis set.

Its energy above the lowest of the compared OMol25 structures with the same formula, charge and spin is 0.00 kcal per mole. The value obtained for the energy is -4959.8116 Ha. As for the net charge: -1.

Geometry as XYZ:
```
80
C35H27BF2LuN4O6P2S2, DFT ωB97M-V with the def2-TZVPD basis set
Lu -0.144 -0.455 -0.275
S 1.877 0.013 1.455
S -1.403 1.519 1.434
P 0.688 -1.305 2.484
P -1.950 -0.314 2.104
F 3.513 -0.821 -1.483
F 4.130 -2.985 -1.502
O -0.216 -3.336 -0.409
O 0.134 -0.255 -4.550
O 0.425 -0.112 -2.348
O 2.723 -6.124 -5.125
O 0.007 -5.426 -0.932
O 2.773 -4.386 -6.401
N -2.140 0.630 -1.652
N 2.527 -4.930 -5.329
N -2.176 0.577 -2.996
N 0.331 -4.254 -1.092
C -2.643 0.990 4.520
C -4.667 -0.089 1.430
C 1.735 -2.736 -4.504
C 3.593 -4.194 2.490
C 0.891 0.540 4.577
C -5.801 -0.392 0.695
C -3.484 -0.800 1.231
C 2.854 -5.361 2.330
C -3.465 -1.837 0.307
C 1.655 -4.725 -3.073
C -3.130 1.010 5.822
C -0.849 -1.559 1.794
C 0.370 -1.344 6.551
C 1.698 -2.471 -2.079
C -2.980 -1.388 4.434
C -5.765 -1.410 -0.252
C 0.625 -0.690 -3.512
C 0.449 -1.735 5.223
C 1.431 -1.939 -3.463
C 0.553 -0.011 6.893
C -3.251 1.271 -1.297
C -3.543 -0.167 6.426
C 1.290 -3.895 -2.031
C -4.600 -2.136 -0.440
C -3.468 -1.369 5.730
C 0.815 0.929 5.907
C -2.569 -0.205 3.821
C 0.822 -4.075 2.304
C 1.472 -5.300 2.235
C -3.265 1.176 -3.489
C 2.084 -4.111 -4.244
C 2.946 -2.970 2.551
C -4.004 1.635 -2.420
C 1.557 -2.905 2.463
C 0.709 -0.794 4.230
B 3.158 -2.091 -1.626
H -3.458 1.442 -0.257
H 1.584 -2.418 -5.526
H 0.490 0.295 7.931
H 4.673 -4.237 2.545
H 0.977 -1.939 -1.483
H -3.180 1.946 6.365
H 0.954 1.970 6.171
H 3.520 -2.055 2.638
H 0.164 -2.080 7.318
H -2.907 -2.320 3.886
H -4.569 -2.942 -1.162
H -4.693 0.716 2.157
H -4.942 2.159 -2.442
H -2.313 1.904 4.040
H 0.304 -2.775 4.955
H -3.785 -2.290 6.201
H 1.086 1.268 3.799
H -1.350 0.293 -3.532
H -3.424 1.236 -4.553
H 0.897 -6.203 2.073
H 3.361 -6.315 2.257
H -6.714 0.169 0.854
H -6.648 -1.642 -0.834
H -3.916 -0.152 7.443
H 1.518 -5.795 -3.032
H -0.251 -4.004 2.177
H -2.570 -2.445 0.201
```

Record 2
A structure of composition C35H27F5N4PW. Source: the Open Molecules 2025 dataset; level of theory: ωB97M-V with the def2-TZVPD basis set.

The spin multiplicity is 3. Its energy above the lowest of the compared OMol25 structures with the same formula, charge and spin is 5.15 kcal per mole. The value obtained for the energy is -2476.5992 Ha. As for the net charge: +1.

Geometry as XYZ:
```
73
C35H27F5N4PW, DFT ωB97M-V with the def2-TZVPD basis set
W 0.669 -1.071 -0.384
P -1.035 1.857 -0.380
F 1.898 -0.277 -2.945
F -0.064 -4.584 3.715
F 1.852 -0.525 4.939
F -0.057 -1.149 -3.294
F 1.691 -2.429 -3.118
N -0.008 0.624 -0.282
N -0.049 -3.188 -0.317
N 2.816 -1.560 -0.272
N 3.372 0.701 -0.057
C -0.220 -3.759 0.906
C 4.529 -3.236 -0.347
C -1.309 4.888 2.328
C -1.113 -5.059 -1.356
C -0.607 2.923 -1.751
C -0.892 3.604 -4.040
C 5.502 -2.231 -0.267
C 0.368 -3.364 3.352
C -0.787 2.867 3.527
C 0.917 4.506 -2.733
C 3.220 -2.856 -0.344
C -5.062 1.794 -0.763
C -1.291 -5.649 -0.114
C 5.117 -0.923 -0.181
C -1.276 4.189 1.131
C 3.746 -0.597 -0.181
C -5.346 0.449 -0.971
C -3.753 2.203 -0.583
C -0.759 2.163 2.335
C -0.849 -4.997 1.020
C -1.303 2.846 -2.954
C -0.495 -3.831 -1.413
C -0.997 2.823 1.132
C -4.320 -0.481 -1.002
C -2.716 1.268 -0.617
C 1.103 -1.334 -2.581
C 0.213 4.434 -3.929
C 0.776 -1.675 1.688
C 0.511 3.751 -1.647
C 0.297 -2.952 2.019
C -1.063 4.228 3.524
C 0.882 -2.567 4.351
C 1.348 -1.319 3.983
C 1.317 -0.860 2.681
C -3.005 -0.072 -0.826
H -0.987 -5.435 1.994
H -0.545 1.101 2.341
H 2.413 1.008 -0.127
H -0.594 2.353 4.459
H -5.860 2.523 -0.735
H -1.437 3.542 -4.972
H 0.925 -2.910 5.374
H 1.716 0.125 2.470
H -4.535 -1.529 -1.165
H 4.790 -4.281 -0.413
H -3.544 3.253 -0.413
H -2.210 -0.809 -0.859
H -1.086 4.776 4.457
H -1.442 -5.533 -2.269
H 5.845 -0.127 -0.103
H -6.371 0.130 -1.108
H 1.062 3.816 -0.715
H -2.163 2.194 -3.049
H -1.458 4.713 0.201
H -1.524 5.948 2.322
H 6.554 -2.484 -0.269
H 1.781 5.151 -2.647
H 4.078 1.403 -0.184
H -1.777 -6.612 -0.026
H 0.530 5.026 -4.777
H -0.348 -3.331 -2.358
H 2.422 -3.582 -0.408
```

Record 3
A structure of composition C35H27F6N2OPRhS at a distorted geometry. Source: the Open Molecules 2025 dataset; level of theory: ωB97M-V with the def2-TZVPD basis set.

Its energy above the lowest of the compared OMol25 structures with the same formula, charge and spin is 0.00 kcal per mole. The value obtained for the energy is -2983.8681 Ha. As for the net charge: +1.

Geometry as XYZ:
```
74
C35H27F6N2OPRhS, DFT ωB97M-V with the def2-TZVPD basis set
Rh -1.077 0.086 0.346
S -1.857 -1.127 -3.817
P 1.199 -0.309 0.591
F -3.494 1.254 -0.461
F -3.017 4.942 1.407
F -0.870 4.794 1.229
F -3.416 1.491 1.678
F -1.922 3.554 2.652
F -4.516 2.917 0.482
O -1.014 2.168 0.515
N -1.153 -0.051 -1.651
N -1.037 0.174 2.461
C 0.368 0.534 4.454
C -3.628 -3.921 -0.503
C -2.119 -1.668 0.185
C 0.539 1.945 -4.881
C -3.364 -3.636 0.827
C -3.146 -3.082 -1.499
C -2.093 2.988 0.326
C 0.287 1.812 -2.471
C 4.143 1.960 -0.978
C 1.098 -2.112 0.482
C 0.271 0.259 3.102
C 5.076 1.016 -1.396
C 0.892 -4.289 1.479
C 2.768 0.550 4.269
C 2.703 0.178 -0.245
C -0.283 0.860 -5.066
C -2.617 -2.516 1.170
C 2.954 1.544 -0.407
C -1.989 4.084 1.413
C 1.411 0.098 2.333
C -0.528 0.704 -2.651
C 0.818 2.420 -3.590
C -0.808 0.245 -3.929
C -2.405 -1.972 -1.150
C 1.107 -2.921 1.610
C -3.405 2.192 0.518
C 4.818 -0.340 -1.247
C 1.618 0.676 5.039
C -1.831 -1.027 -2.113
C -2.143 3.658 -1.045
C 3.627 -0.769 -0.675
C 0.661 -4.841 0.228
C 2.665 0.262 2.918
C 0.889 -2.672 -0.780
C 0.669 -4.032 -0.906
H 3.559 0.160 2.315
H -1.576 -0.571 2.890
H -2.446 -2.331 2.226
H 3.432 -1.827 -0.556
H -3.742 -4.289 1.605
H -3.349 -3.292 -2.547
H -0.515 0.499 -6.062
H 3.742 0.681 4.720
H 0.455 2.189 -1.469
H 6.008 1.341 -1.842
H -0.532 0.652 5.047
H 0.492 -4.464 -1.884
H -1.540 1.040 2.653
H 2.224 2.276 -0.072
H 1.285 -2.493 2.590
H -2.978 4.354 -1.128
H 1.693 0.897 6.096
H 0.910 -4.924 2.355
H 0.971 2.436 -5.743
H 1.455 3.288 -3.470
H -2.239 2.894 -1.815
H 5.547 -1.072 -1.572
H -1.210 4.196 -1.198
H 0.482 -5.905 0.133
H -4.215 -4.793 -0.762
H 4.345 3.017 -1.097
H 0.892 -2.036 -1.661
```

Record 4
A cluster of 2 separate species, C35H28BF3O4S in total at a distorted geometry. Source: the Open Molecules 2025 dataset; level of theory: ωB97M-V with the def2-TZVPD basis set.

Its energy above the lowest of the compared OMol25 structures with the same formula, charge and spin is 0.00 kcal per mole. The value obtained for the energy is -2374.1724 Ha. Its SMILES is Cc1ccc(C(c2ccc3c(c2)CCO3)c2ccc3c(c2)CCO3)s1.FC(F)(F)c1ccc(B2Oc3ccccc3O2)cc1.

Geometry as XYZ:
```
72
C35H28BF3O4S, DFT ωB97M-V with the def2-TZVPD basis set
S 1.036 -2.811 -0.959
F 4.798 3.029 2.877
F 4.058 3.354 0.819
F 5.715 1.918 1.197
O 0.173 -2.643 2.905
O 3.282 3.567 -3.804
O -1.080 -0.741 2.362
O -4.699 2.925 -0.553
C 3.040 1.586 -2.561
C -3.620 2.102 -0.426
C -1.414 1.552 0.312
C -1.532 -3.580 4.363
C -0.096 -4.137 -0.969
C -3.208 -1.489 3.411
C 2.266 1.760 2.360
C -4.727 1.263 -2.341
C -3.556 1.134 -1.444
C -1.390 -3.650 -1.067
C -5.388 2.544 -1.825
C 0.237 -5.594 -1.054
C 4.525 2.382 1.693
C 3.711 -0.022 1.528
C 1.233 0.868 2.507
C -1.150 -2.786 3.335
C 1.069 2.695 -3.338
C -0.032 -0.138 -1.047
C 2.440 2.640 -3.257
C -3.658 -2.408 4.386
C 2.647 -0.909 1.587
C 2.267 0.590 -1.932
C -2.378 0.384 -1.601
C -1.428 -2.233 -0.951
C 3.480 1.304 1.880
C -1.344 0.593 -0.715
C 0.319 1.696 -2.773
C 1.425 -0.458 2.107
C 4.505 1.865 -2.554
C -2.802 -3.390 4.903
C 0.880 0.681 -2.003
C -1.930 -1.669 2.932
C 4.635 3.176 -3.384
C -0.249 -1.560 -1.305
C -2.556 2.331 0.460
B 0.223 -1.313 2.485
H -0.278 -6.215 -0.296
H 0.577 3.507 -3.845
H -2.272 -4.304 -1.263
H -5.256 3.384 -2.523
H -0.542 1.681 0.954
H 0.318 1.190 2.999
H -0.157 -5.927 -2.033
H -4.442 1.339 -3.393
H -0.797 -4.284 4.748
H 5.056 4.032 -2.819
H 5.126 1.062 -2.970
H 1.320 -5.767 -1.019
H 2.144 2.802 2.636
H 2.781 -0.217 -1.410
H 0.481 -0.054 -0.051
H -5.375 0.382 -2.226
H 4.881 2.042 -1.536
H 4.703 -0.353 1.232
H 2.799 -1.950 1.307
H -6.462 2.452 -1.625
H -4.696 -2.392 4.735
H -2.229 -0.408 -2.350
H 5.260 3.111 -4.295
H -3.122 -4.059 5.706
H -2.298 -1.691 -0.604
H -3.870 -0.676 3.067
H -0.760 1.750 -2.855
H -2.618 3.150 1.187
```